14
Properties=species:S:1:pos:R:3:lowdin_charge:R:1 method="wB97M-V/def2-TZVPD" spin_multiplicity=1 homo_energy_ev="-8.32 / -8.08" lumo_energy_ev="-0.7 / -0.7" orbital_gap_ev="7.60 / 7.41" e_above_lowest_kj_mol=428.3
C -0.32 -0.54 2.67 0.035
C 0.16 -0.49 1.41 -0.218
C -0.44 0.38 0.43 0.083
C -0.39 0.13 -1.03 -0.500
C 0.55 1.18 -1.65 -0.052
O 0.03 -1.13 -1.56 -0.054
H 0.21 -1.12 3.43 0.060
H 1.02 -1.16 1.26 0.105
H -1.25 -0.07 2.97 0.064
H -1.40 0.36 -1.40 0.141
H 1.57 1.03 -1.29 0.084
H 0.55 1.05 -2.73 0.083
H 0.23 2.20 -1.40 0.080
H -0.52 -1.81 -1.13 0.088